Record 1
{
  "formula": "C19H13CoN6O4S2",
  "method": "ωB97M-V with the def2-TZVPD basis set",
  "lumo_energy_ha": [0.091, 0.044],
  "s2": 3.82,
  "homo_lumo_gap_ev": [4.9, 6.0],
  "e_homo_ev": [-2.4537, -4.8004],
  "spin_multiplicity": 4,
  "charge": -1,
  "energy_ha": -3540.6332,
  "symbols": ["Co", "O", "C", "O", "C", "C", "C", "C", "C", "N", "C", "O", "O", "H", "H", "H", "H", "N", "C", "N", "C", "N", "C", "C", "N", "C", "C", "N", "H", "H", "H", "H", "H", "S", "C", "C", "C", "C", "C", "C", "S", "H", "H", "H", "H"],
  "positions_angstrom": [[0.428, 0.399, -0.542], [-3.072, 0.046, 3.177], [-2.059, 0.422, 2.350], [-0.937, 0.551, 2.755], [-2.556, 0.728, 0.964], [-3.899, 0.565, 0.660], [-4.354, 0.972, -0.584], [-3.454, 1.554, -1.454], [-2.117, 1.618, -1.086], [-1.661, 1.189, 0.089], [-1.094, 2.126, -2.098], [-1.504, 2.866, -2.986], [0.097, 1.705, -1.924], [-2.640, -0.100, 4.032], [-4.563, 0.125, 1.387], [-5.390, 0.836, -0.863], [-3.733, 1.940, -2.424], [0.651, -2.339, 2.468], [1.155, -1.232, 1.933], [0.545, -1.002, 0.797], [-0.364, -2.028, 0.668], [-0.330, -2.878, 1.681], [-1.157, -2.002, -0.532], [-2.264, -2.789, -0.801], [-2.960, -2.726, -1.927], [-2.466, -1.818, -2.846], [-1.398, -1.004, -2.601], [-0.714, -1.032, -1.434], [0.899, -2.780, 3.334], [1.920, -0.613, 2.375], [-2.600, -3.496, -0.046], [-2.976, -1.767, -3.800], [-1.063, -0.284, -3.338], [1.732, 1.866, 0.678], [3.334, 1.387, 0.397], [4.375, 2.046, 1.123], [5.685, 1.698, 0.986], [6.060, 0.657, 0.097], [5.108, 0.016, -0.633], [3.717, 0.352, -0.538], [2.605, -0.444, -1.525], [4.088, 2.843, 1.799], [6.443, 2.221, 1.556], [7.102, 0.377, -0.002], [5.382, -0.772, -1.323]]
}


Record 2
{
  "formula": "C29H52N7OPb",
  "method": "ωB97M-V with the def2-TZVPD basis set",
  "lumo_energy_ha": -0.117,
  "homo_lumo_gap_ev": 8.9,
  "e_homo_ev": -12.0675,
  "spin_multiplicity": 1,
  "charge": 1,
  "energy_ha": -1786.6854,
  "symbols": ["Pb", "C", "O", "H", "H", "H", "C", "C", "C", "C", "N", "H", "H", "H", "H", "H", "H", "H", "C", "C", "C", "C", "N", "H", "H", "H", "H", "H", "H", "H", "C", "C", "C", "C", "N", "H", "H", "H", "H", "H", "H", "H", "C", "C", "C", "C", "N", "H", "H", "H", "H", "H", "H", "H", "C", "C", "C", "C", "N", "H", "H", "H", "H", "H", "H", "H", "C", "C", "C", "C", "N", "H", "H", "H", "H", "H", "H", "H", "C", "C", "C", "C", "N", "H", "H", "H", "H", "H", "H", "H"],
  "positions_angstrom": [[1.353, 2.013, 3.295], [0.200, 0.774, 0.731], [0.795, 1.025, 1.968], [-0.656, 0.107, 0.835], [-0.251, 1.625, 0.219], [0.870, 0.259, 0.043], [2.929, -2.549, 3.665], [1.418, -2.538, 3.450], [0.977, -1.694, 2.261], [1.723, -1.935, 1.027], [2.317, -2.214, 0.091], [3.468, -3.032, 2.849], [3.206, -2.830, 4.681], [3.249, -1.507, 3.670], [0.918, -2.149, 4.337], [1.047, -3.537, 3.220], [1.009, -0.623, 2.462], [-0.014, -1.957, 1.892], [-1.392, 2.634, -1.470], [-0.659, 1.760, -2.454], [-1.667, 1.238, -3.546], [-2.687, 0.328, -3.005], [-3.481, -0.445, -2.584], [-2.123, 1.999, -0.968], [-1.883, 3.491, -1.931], [-0.769, 3.156, -0.744], [-0.264, 0.903, -1.908], [0.087, 2.288, -3.048], [-1.156, 0.717, -4.355], [-2.175, 2.060, -4.050], [-0.287, -1.548, -0.943], [-1.544, -2.208, -1.563], [-1.295, -2.876, -2.946], [-1.020, -1.912, -4.024], [-0.820, -1.178, -4.901], [-0.549, -0.946, -0.073], [0.163, -0.860, -1.658], [0.426, -2.315, -0.639], [-2.371, -1.499, -1.583], [-1.894, -2.999, -0.900], [-2.171, -3.412, -3.312], [-0.465, -3.577, -2.872], [2.351, 0.040, -2.583], [2.094, -1.300, -1.910], [3.306, -2.243, -1.583], [4.462, -1.554, -0.956], [5.400, -1.057, -0.499], [3.030, 0.623, -1.961], [1.397, 0.567, -2.592], [2.664, -0.068, -3.621], [1.271, -1.844, -2.372], [1.716, -0.947, -0.950], [3.767, -2.726, -2.444], [3.088, -3.032, -0.864], [3.060, 2.286, -0.022], [4.176, 1.299, 0.301], [3.705, 0.070, 1.038], [3.193, 0.265, 2.411], [2.778, 0.453, 3.493], [2.212, 1.866, -0.563], [3.440, 3.084, -0.659], [2.577, 2.738, 0.844], [4.881, 1.842, 0.930], [4.620, 1.064, -0.667], [4.562, -0.579, 1.218], [2.972, -0.471, 0.439], [-2.683, -0.326, 0.354], [-3.460, -1.641, 0.383], [-4.576, -1.587, -0.684], [-5.464, -0.446, -0.582], [-6.211, 0.461, -0.565], [-1.845, -0.341, 1.052], [-3.233, 0.567, 0.649], [-2.146, -0.231, -0.590], [-3.865, -1.830, 1.377], [-2.807, -2.503, 0.245], [-5.265, -2.430, -0.756], [-4.097, -1.587, -1.663], [-2.238, 2.465, 1.264], [-2.900, 3.408, 2.229], [-2.000, 3.917, 3.289], [-1.123, 2.874, 3.793], [-0.373, 2.075, 4.177], [-1.919, 1.521, 1.704], [-1.395, 2.989, 0.815], [-2.834, 2.147, 0.408], [-3.639, 2.773, 2.718], [-3.376, 4.264, 1.751], [-2.514, 4.391, 4.124], [-1.324, 4.657, 2.859]]
}


Record 3
{
  "formula": "CH4N4S",
  "method": "ωB97M-V with the def2-TZVPD basis set",
  "lumo_energy_ha": 0.031,
  "homo_lumo_gap_ev": 9.1,
  "e_homo_ev": -8.2398,
  "spin_multiplicity": 1,
  "smiles": "N/N=N/C(N)=S",
  "energy_ha": -657.6308,
  "symbols": ["C", "N", "N", "N", "N", "S", "H", "H", "H", "H"],
  "positions_angstrom": [[1.371, -0.309, 0.038], [0.152, 0.638, 0.418], [-0.829, 0.634, -0.361], [1.062, -1.599, 0.215], [-1.864, 1.335, -0.183], [2.881, 0.390, -0.226], [0.141, -1.901, 0.492], [1.806, -2.280, -0.015], [-2.275, 1.953, 0.559], [-2.444, 1.139, -0.939]]
}


Record 4
{
  "formula": "C5H27NO9",
  "method": "ωB97M-V with the def2-TZVPD basis set",
  "lumo_energy_ha": [-0.111, -0.294],
  "s2": 0.76,
  "homo_lumo_gap_ev": [11.1, 6.1],
  "e_homo_ev": [-14.1331, -14.0977],
  "spin_multiplicity": 2,
  "charge": 1,
  "energy_ha": -938.2561,
  "symbols": ["C", "C", "C", "C", "O", "N", "C", "O", "H", "H", "H", "H", "H", "H", "H", "H", "H", "H", "H", "H", "H", "H", "H", "O", "H", "H", "O", "H", "H", "O", "H", "H", "O", "H", "H", "O", "H", "H", "O", "H", "H", "O"],
  "positions_angstrom": [[1.130, -1.386, 1.622], [1.039, -0.154, 0.744], [2.319, -0.135, -0.204], [2.935, 1.229, -0.056], [2.268, 2.313, -0.661], [-0.206, 0.048, 0.020], [-1.252, 0.794, 0.732], [-1.827, -0.028, 1.710], [1.760, -1.261, 2.507], [0.206, -1.608, 2.178], [1.340, -2.362, 1.154], [1.080, 0.745, 1.324], [2.058, -0.413, -1.204], [3.059, -0.875, 0.143], [3.031, 1.428, 1.026], [3.992, 1.246, -0.371], [1.553, 2.067, -1.239], [-0.592, -0.779, -0.462], [-2.084, 1.114, 0.133], [-0.758, 1.633, 1.236], [-1.249, -0.245, 2.426], [-0.795, 1.895, -2.758], [0.356, 0.896, -2.873], [0.007, 1.590, -2.300], [0.125, -1.095, -2.624], [-0.716, -2.010, -3.401], [0.146, -1.570, -3.464], [-3.608, -1.197, 0.714], [-3.940, -2.674, 1.135], [-3.538, -2.149, 0.431], [2.093, 3.936, 0.969], [0.688, 3.713, 0.673], [1.235, 4.274, 1.248], [-3.624, -1.278, -1.836], [-3.534, -1.958, -3.190], [-3.721, -1.088, -2.770], [-0.566, -3.488, -1.379], [-1.885, -3.344, -0.618], [-1.409, -3.005, -1.399], [0.311, 1.474, 3.348], [1.520, 2.176, 3.397], [1.053, 1.532, 3.938]]
}


Q: Which molar mass values were calculated for the entries above? A: 512.4, 722.0, 104.1, 245.3, in g mol⁻¹.